{"formula": "C5H8N4", "method": "wB97M-V/def2-TZVPD", "e_lumo_ev": -0.168, "e_tot_ev": -11261.354, "e_above_lowest_kcal_mol": 304.35, "gap_ev": 8.458, "max_force_ev_per_a": 6.5, "charge": 0, "homo_ev": -8.63, "species": ["N", "N", "N", "N", "C", "C", "C", "C", "C", "H", "H", "H", "H", "H", "H", "H", "H"], "positions_angstrom": [[-3.32111, -0.31679, -0.07837], [1.04188, 1.62721, -0.09861], [-1.57098, 1.26653, -0.40725], [-2.03539, 0.06823, -0.51376], [1.57922, 0.13907, 0.27037], [2.72012, -0.55009, -0.55899], [-1.02961, -0.89342, -0.06187], [-0.34313, 1.06716, -0.19363], [0.03180, -0.20207, 0.04974], [3.23992, 0.43078, -0.59343], [-1.29983, -1.96598, 0.21308], [2.62170, -1.47224, -1.72476], [-3.71606, -0.47800, 1.42186], [0.91067, 2.21443, 0.99402], [3.29432, -1.33828, 0.51356], [1.99749, -0.33023, 1.35001], [-4.12101, 0.73369, -0.58197]]}